[1]
{
  "formula": "C23H56BClN18O14S",
  "method": "wB97M-V/def2-TZVPD",
  "symbols": ["Cl", "S", "O", "O", "O", "O", "O", "O", "O", "O", "O", "O", "O", "O", "O", "O", "N", "N", "N", "N", "N", "N", "N", "N", "N", "N", "N", "N", "N", "N", "N", "N", "N", "N", "C", "C", "C", "C", "C", "C", "C", "C", "C", "C", "C", "C", "C", "C", "C", "C", "C", "C", "C", "C", "C", "C", "C", "B", "H", "H", "H", "H", "H", "H", "H", "H", "H", "H", "H", "H", "H", "H", "H", "H", "H", "H", "H", "H", "H", "H", "H", "H", "H", "H", "H", "H", "H", "H", "H", "H", "H", "H", "H", "H", "H", "H", "H", "H", "H", "H", "H", "H", "H", "H", "H", "H", "H", "H", "H", "H", "H", "H", "H", "H"],
  "xyz": [[-5.3512, 1.3558, -2.7030], [-2.0493, -4.7806, -3.7655], [8.5952, -4.6600, 2.6666], [6.6573, 3.9435, 7.4100], [-3.2319, 0.2706, -5.5056], [-6.3945, -5.3345, 1.9835], [-1.2674, -5.9859, -3.3359], [2.2918, 2.7414, 3.2393], [5.6177, -0.8608, 3.8648], [-3.1868, -4.5582, 0.1008], [5.4943, 4.0524, 2.0815], [-4.9135, 4.0938, -5.6717], [-3.0711, 1.5289, 0.6560], [-2.4445, -4.8708, -5.2107], [-1.2040, -3.2934, -3.7126], [-3.4983, -4.4345, -2.9287], [-6.1840, -6.7427, 3.7427], [-3.9641, -0.2810, -7.5769], [5.9150, 3.3968, 5.3438], [7.3395, -2.3256, 3.9222], [-3.1265, 3.6966, 0.0146], [-4.6672, -6.7945, 2.0353], [2.5117, 1.3377, 5.0069], [4.0144, 1.2738, 3.2972], [5.8365, -2.2597, 5.6340], [-4.6435, 1.6630, -6.5923], [5.2537, 5.3488, 6.3213], [3.7022, 5.3171, 2.6408], [5.4069, 6.2136, 1.4129], [-4.8560, 2.8052, 1.2112], [10.3405, -3.7178, 1.5743], [-6.7153, 5.3385, -5.1060], [-5.0198, 6.2551, -6.3293], [9.9656, -5.9650, 1.4270], [0.0517, 0.7789, 0.7579], [-5.7880, -6.2316, 2.5493], [-5.5109, 5.1600, -5.7004], [0.7263, 2.8106, -0.8707], [-1.9979, -0.8340, -3.0769], [-3.1042, -3.2152, -2.1623], [-4.3853, -2.5404, -1.4724], [-5.2294, -0.0987, -1.5662], [-0.2470, -0.0274, -0.5363], [-3.6460, 2.6067, 0.6285], [2.9035, 1.8402, 3.8098], [-0.0803, 0.5487, -1.9874], [-0.4706, -0.3742, -3.2639], [5.9865, 4.2107, 6.4224], [-3.9046, 0.5359, -6.4950], [0.4209, 2.0126, -2.1627], [-5.1968, -1.5034, -2.3948], [-0.7415, -3.9052, -0.6025], [9.5702, -4.7734, 1.9369], [6.2269, -1.7587, 4.4368], [0.5424, 2.2449, 0.5765], [-2.2727, -2.4040, -3.2644], [4.9052, 5.1245, 2.0478], [-2.3335, -3.8910, -0.8887], [-3.2783, -4.0019, 0.9032], [-7.0133, -6.3502, 4.1572], [-4.5079, -0.0837, -8.3966], [7.8532, -3.0617, 4.3721], [-5.7005, -7.4789, 4.2238], [1.6855, 1.7347, 5.4235], [5.0106, -1.8630, 6.0507], [-0.1297, 0.2677, 1.7583], [-0.4209, 0.3351, -4.1746], [0.5524, 2.4931, -3.1902], [6.4446, 2.5413, 5.3784], [10.7618, -6.0800, 0.8268], [-3.4257, -1.1318, -7.5405], [4.9408, 7.1014, 1.3730], [3.2951, 4.5275, 3.1234], [-5.3450, 3.6815, 1.1999], [-0.6347, -1.1072, -0.4832], [-2.4501, -0.5278, -2.0574], [-4.6248, 2.2975, -5.8048], [-6.3057, -1.8244, -2.4627], [-3.5826, 4.5898, -0.0195], [-4.2673, 0.0499, -0.9680], [-4.0778, -2.0325, -0.4900], [-4.7568, -1.3192, -3.4288], [4.6971, 5.5860, 5.5195], [-2.2275, 3.5881, -0.4304], [9.4184, -6.7737, 1.6733], [-5.1106, -3.3852, -1.1745], [10.0794, -2.8142, 1.9329], [7.6603, -1.9803, 3.0332], [6.3000, 6.1096, 0.9596], [2.9962, 0.6032, 5.4892], [-0.0939, -3.3900, -1.3856], [-6.1151, -0.0300, -0.8507], [5.3691, 3.6000, 4.5232], [3.2039, 6.1883, 2.6242], [5.2798, 5.9821, 7.1034], [0.7444, 2.8569, 1.5130], [4.5307, 0.5319, 3.7526], [11.1438, -3.7908, 0.9768], [4.3382, 1.6208, 2.4074], [0.2762, -1.2181, -3.4322], [-0.3999, -4.9934, -0.4167], [-5.4937, 7.1392, -6.3647], [-4.1256, 6.1613, -6.7832], [-7.2219, 6.2049, -5.1180], [-4.3402, -6.4409, 1.1482], [1.1103, 3.8801, -0.9879], [-4.1551, -7.5315, 2.4846], [-0.5648, -3.3575, 0.4047], [-5.2006, 1.8981, -7.3928], [-2.6142, -0.2553, -3.8667], [-3.0196, -2.4010, -4.1542], [-7.1131, 4.5459, -4.6277], [-5.2749, 2.0178, 1.6782], [6.3212, -2.9938, 6.1174]],
  "forces_ev_per_a": [[-0.04, -0.83, 0.70], [0.19, -2.60, -5.59], [0.18, 0.04, 0.02], [-0.06, 0.10, 0.03], [0.00, -0.07, -0.36], [0.05, -0.05, 0.13], [-2.11, 4.07, 0.40], [-0.27, 0.51, 0.24], [0.06, -0.12, 0.15], [1.04, 1.59, -1.04], [0.02, 0.07, 0.10], [-0.11, 0.64, 0.11], [-0.25, -0.03, 0.02], [0.57, 0.37, 3.91], [-1.75, -1.88, 1.82], [3.05, 0.03, -0.66], [-0.48, -0.09, 0.73], [0.33, -0.80, -0.37], [0.02, -0.44, -0.22], [0.21, 0.36, -0.17], [0.54, 0.36, -0.33], [0.52, -0.07, -0.50], [-0.70, 0.05, 0.69], [-0.07, 0.31, -0.18], [-0.54, 0.06, 0.57], [0.14, -0.17, 0.50], [-0.38, 0.83, 0.25], [-0.25, -0.02, 0.66], [0.61, 0.40, -0.47], [-0.72, -0.18, 0.47], [0.19, 0.70, 0.01], [-0.58, -0.25, 0.37], [0.53, 0.33, -0.41], [-0.04, -0.71, -0.08], [0.33, 1.41, -4.47], [-0.10, 0.29, -0.36], [0.05, -0.16, 0.11], [-1.00, -2.55, 0.54], [0.05, -0.13, 0.17], [0.14, 0.77, 1.59], [-0.80, -0.34, -1.10], [0.38, -0.51, -0.05], [0.98, 2.83, -0.56], [0.33, -0.27, -0.16], [0.81, -0.41, -0.50], [0.89, 1.61, 2.36], [-0.18, 1.74, 1.00], [0.31, -0.41, 0.13], [-0.39, 0.40, -0.10], [-0.60, -1.98, 3.96], [-0.70, 1.10, 1.35], [0.26, 0.11, 0.59], [-0.24, -0.06, 0.16], [0.38, -0.12, -0.13], [-0.92, -2.48, -2.87], [-3.19, 1.30, -1.05], [-0.11, -0.24, 0.02], [0.33, -0.55, 1.48], [0.13, -0.68, -0.54], [0.17, -0.09, -0.08], [0.03, 0.02, 0.12], [-0.09, -0.11, -0.26], [-0.03, 0.07, -0.08], [0.18, -0.09, -0.06], [0.18, -0.13, -0.04], [0.37, 1.05, -1.48], [-0.05, -1.30, 1.35], [-0.22, -0.85, 1.67], [-0.12, 0.16, -0.07], [-0.08, 0.04, 0.05], [-0.12, 0.14, -0.04], [0.01, -0.11, 0.02], [-0.33, -0.22, -0.29], [0.06, -0.08, -0.04], [0.69, 1.85, 0.09], [1.18, -0.48, -1.45], [-0.09, -0.05, -0.39], [1.93, 0.35, -0.26], [-0.01, -0.12, 0.00], [-1.35, -0.06, -0.91], [-0.24, -0.67, -1.48], [-0.59, -0.33, 1.44], [0.08, -0.10, 0.00], [-0.09, -0.05, 0.06], [0.10, 0.15, -0.06], [1.40, 1.17, -0.40], [0.12, -0.16, -0.11], [-0.12, -0.23, 0.12], [-0.18, 0.03, 0.08], [0.05, 0.08, -0.14], [-0.83, -0.86, 1.02], [1.20, -0.17, -1.08], [0.16, -0.08, -0.13], [0.09, -0.06, -0.09], [0.00, -0.14, -0.16], [-0.12, -0.82, -1.62], [-0.07, -0.01, -0.18], [-0.08, 0.00, 0.05], [-0.02, 0.05, 0.16], [-1.09, 1.02, 0.43], [-0.47, 1.69, -0.42], [0.02, -0.10, 0.02], [-0.16, 0.03, 0.09], [0.07, -0.07, -0.02], [0.02, 0.00, 0.12], [-0.62, -1.68, 0.27], [-0.08, 0.07, -0.02], [-0.27, -0.84, -1.44], [0.09, -0.01, 0.07], [1.08, -1.35, 1.48], [1.11, -0.12, 1.25], [0.07, 0.15, -0.06], [0.08, 0.17, -0.09], [-0.02, 0.06, -0.09]],
  "mulliken_charge": [-0.218, 1.253, -0.615, -0.694, -0.657, -0.639, -0.590, -0.807, -0.727, -0.211, -0.623, -0.680, -0.554, -0.675, -0.537, -0.487, -0.398, -0.418, -0.179, -0.274, -0.378, -0.359, -0.373, -0.170, -0.351, -0.287, -0.310, -0.271, -0.434, -0.443, -0.337, -0.376, -0.419, -0.428, -0.507, 0.655, 0.583, -0.685, 0.647, 1.078, -1.317, -0.128, 0.015, 0.682, 0.691, 0.604, -0.683, 0.568, 0.598, -0.617, -0.147, -0.886, 0.648, 0.591, -0.272, -0.387, 0.681, 0.257, 0.247, 0.225, 0.143, 0.144, 0.156, 0.213, 0.189, 0.358, 0.315, 0.253, 0.105, 0.155, 0.233, 0.142, 0.164, 0.135, 0.067, -0.368, 0.235, 0.393, 0.153, -0.310, 0.358, -0.003, 0.184, 0.207, 0.218, 0.465, 0.191, 0.114, 0.229, 0.114, 0.223, 0.459, 0.065, 0.179, 0.204, 0.336, 0.250, 0.175, 0.218, 0.370, 0.281, 0.158, 0.225, 0.168, 0.203, 0.268, 0.158, 0.288, 0.145, -0.012, 0.591, 0.223, 0.224, 0.175],
  "e_tot_ha": -3832.35980,
  "homo_energy_ev": -7.628,
  "total_charge": 0,
  "gap_ev": 8.024,
  "largest_force_ha_per_bohr": 0.120
}

=====

[2]
{
  "formula": "C23H56N3O",
  "method": "wB97M-V/def2-TZVPD",
  "symbols": ["O", "N", "N", "N", "C", "C", "C", "C", "C", "C", "C", "C", "C", "C", "C", "C", "C", "C", "C", "C", "C", "C", "C", "C", "C", "C", "C", "H", "H", "H", "H", "H", "H", "H", "H", "H", "H", "H", "H", "H", "H", "H", "H", "H", "H", "H", "H", "H", "H", "H", "H", "H", "H", "H", "H", "H", "H", "H", "H", "H", "H", "H", "H", "H", "H", "H", "H", "H", "H", "H", "H", "H", "H", "H", "H", "H", "H", "H", "H", "H", "H", "H", "H"],
  "xyz": [[-2.3151, 0.6310, 4.1462], [-3.9748, 3.3354, -0.8255], [2.4942, -5.0431, 2.0189], [2.9260, 2.7079, -2.7131], [0.4506, -4.3832, 0.7809], [-2.7472, -0.6901, 4.3946], [1.6567, 3.1484, -2.1564], [3.6001, 3.7161, -3.5067], [3.8165, -4.6380, 2.4458], [2.9236, 4.1908, -4.7994], [1.1229, 2.2172, -1.0807], [0.9338, 0.1163, 3.5390], [-1.5223, 0.8345, 2.9769], [-4.0923, 3.5270, 0.6124], [-2.8048, 2.0733, -2.6141], [-6.2702, 2.6166, -1.6933], [4.9741, -4.8089, 1.4521], [-0.1028, 1.2658, 3.3055], [-3.2960, 2.0984, -1.1764], [-5.1447, 3.6570, -1.6227], [2.9414, 1.3524, -3.2402], [2.2295, -6.4654, 1.9620], [2.6998, -7.2317, 0.7165], [1.9564, -4.2501, 0.9266], [0.4543, -1.2969, 3.2171], [-4.9098, 2.5094, 1.4106], [1.9115, 0.9960, -4.3196], [2.1370, 1.4538, -5.2823], [-4.8124, 3.8691, -2.6430], [1.8348, 0.4362, 2.9724], [2.6787, -6.9126, 2.8538], [-6.8233, 2.5400, -0.7583], [-3.8243, -0.7807, 4.1879], [-4.6962, 2.6339, 2.4736], [0.0948, -3.6635, 0.0422], [2.9492, 3.4302, -5.5792], [0.1427, -5.3780, 0.4480], [1.8691, 2.0412, -0.3056], [-2.0284, 1.6287, 2.4043], [1.8296, 4.1386, -1.7244], [0.9066, 1.3059, -4.0275], [-3.0726, 3.5179, 1.0079], [2.1750, -3.2038, 1.1536], [3.7489, 4.5849, -2.8576], [3.7828, -7.3508, 0.6846], [4.7270, -4.3812, 0.4790], [1.8817, 4.4649, -4.6274], [-3.6187, 2.0335, -3.3404], [-2.2022, 2.9597, -2.8221], [-2.1830, 1.1901, -2.7691], [-0.1861, 1.9093, 4.1898], [3.7454, -3.5829, 2.7239], [-0.0359, -4.1508, 1.7291], [0.2493, 1.9162, 2.4925], [4.5979, 3.3356, -3.7444], [5.8592, -4.2889, 1.8259], [1.1511, -6.6124, 2.0631], [0.8192, 1.2518, -1.4875], [-2.4348, 2.0136, -0.5085], [-4.4807, 4.5350, 0.7867], [2.2531, -8.2289, 0.7043], [-6.9767, 2.8901, -2.4802], [1.0872, -2.0376, 3.7302], [-2.5622, -0.9310, 5.4454], [1.2459, 0.1548, 4.5900], [0.8773, 3.2830, -2.9252], [5.2425, -5.8559, 1.3046], [3.4391, 5.0745, -5.1819], [-4.6257, 1.4888, 1.1520], [-2.1619, -1.4022, 3.8066], [0.2434, 2.6613, -0.6125], [2.8083, 0.6652, -2.4023], [0.5339, -1.4957, 2.1294], [1.8900, -0.0862, -4.4617], [-5.9859, 2.6214, 1.2731], [-3.9075, 1.2022, -0.9892], [3.9500, 1.1690, -3.6207], [-5.8807, 1.6256, -1.9318], [2.4388, -4.4786, -0.0411], [-1.4999, -0.0827, 2.3816], [2.3915, -6.7221, -0.1981], [-5.5440, 4.5986, -1.2356], [4.0508, -5.1842, 3.3652]],
  "forces_ev_per_a": [[0.04, 0.13, 0.16], [0.02, -0.07, -0.06], [0.01, -0.06, -0.13], [-0.07, -0.01, -0.03], [-0.07, 0.03, 0.04], [0.09, -0.08, -0.09], [0.00, 0.00, -0.02], [0.04, -0.01, 0.01], [-0.01, 0.02, 0.08], [0.01, 0.01, 0.00], [-0.03, 0.03, 0.03], [0.04, 0.00, -0.04], [-0.17, 0.00, -0.16], [0.05, 0.04, 0.04], [0.09, 0.01, -0.01], [0.00, 0.01, 0.00], [0.00, 0.01, 0.01], [-0.07, -0.03, 0.03], [0.02, 0.01, 0.04], [-0.04, 0.01, 0.04], [0.04, -0.01, -0.01], [0.04, -0.01, 0.04], [-0.01, -0.01, 0.01], [0.00, 0.06, 0.01], [0.02, -0.05, -0.14], [0.03, 0.01, 0.10], [0.01, 0.00, 0.01], [-0.01, 0.02, 0.01], [0.02, -0.02, 0.00], [0.02, 0.02, 0.10], [-0.01, -0.02, -0.01], [0.03, -0.02, 0.02], [0.03, -0.02, 0.00], [-0.01, -0.03, 0.01], [-0.01, 0.00, 0.00], [-0.01, -0.01, 0.01], [0.03, -0.01, 0.01], [0.00, -0.01, 0.00], [0.05, 0.00, 0.00], [-0.01, 0.00, 0.01], [0.00, -0.02, 0.01], [-0.01, 0.01, 0.02], [0.01, -0.01, 0.04], [-0.01, 0.00, 0.00], [0.00, 0.03, -0.01], [0.00, 0.01, 0.01], [0.00, 0.01, 0.01], [-0.03, 0.01, 0.03], [-0.01, 0.00, -0.02], [0.00, 0.00, -0.02], [0.12, 0.02, -0.04], [0.00, 0.00, -0.01], [0.00, 0.02, 0.00], [-0.06, -0.05, -0.03], [0.00, 0.01, 0.00], [0.01, -0.01, 0.00], [-0.01, 0.02, -0.01], [0.00, -0.01, 0.01], [0.00, -0.03, 0.00], [-0.02, -0.01, -0.02], [0.01, -0.01, 0.00], [-0.01, 0.01, 0.01], [0.03, 0.03, -0.06], [-0.09, 0.05, 0.02], [-0.08, -0.05, 0.00], [0.01, 0.01, -0.01], [-0.02, 0.00, -0.01], [0.00, 0.00, -0.01], [-0.03, -0.01, 0.02], [0.01, -0.01, 0.02], [0.00, -0.01, 0.02], [-0.01, 0.01, 0.01], [0.00, 0.00, 0.04], [0.01, 0.00, -0.01], [0.01, 0.00, -0.08], [0.00, 0.01, -0.01], [-0.01, -0.02, -0.01], [0.00, 0.01, -0.03], [0.00, 0.01, 0.01], [0.04, 0.02, 0.02], [-0.02, -0.01, 0.00], [-0.02, 0.00, -0.02], [0.01, 0.01, 0.00]],
  "mulliken_charge": [-0.429, 0.093, 0.206, 0.141, -1.576, -0.792, -0.365, -0.698, -0.764, -0.968, -1.347, -0.643, 0.610, -0.711, -1.640, -0.968, -1.000, -0.681, -0.071, -0.696, -0.767, -0.731, -0.946, -0.534, -1.064, -1.103, -0.736, 0.243, 0.390, 0.280, 0.369, 0.242, 0.200, 0.431, 0.420, 0.213, 0.402, 0.356, -0.360, 0.433, 0.095, 0.378, 0.590, 0.405, 0.234, 0.266, 0.258, 0.398, 0.330, 0.445, 0.307, 0.387, 0.316, 0.163, 0.357, 0.427, 0.374, 0.228, 0.275, 0.380, 0.384, 0.387, 0.270, 0.260, 0.345, 0.218, 0.207, 0.408, 0.247, 0.264, 0.405, 0.367, -0.041, 0.369, 0.336, 0.221, 0.379, 0.258, 0.266, 0.391, 0.250, 0.366, 0.390],
  "e_tot_ha": -1149.29241,
  "homo_energy_ev": -1.188,
  "total_charge": -1,
  "gap_ev": 3.753,
  "largest_force_ha_per_bohr": 0.005
}